DFT (ωB97M-V with the def2-TZVPD basis set) results for C4H5NO2 in the gas phase in a non-equilibrium geometry.

Output
LUMO level, eV: 0.72
Structure (SMILES): C=C1COC(O)=N1
HOMO-LUMO gap, eV: 9.19
Strongest force on any atom, Eh/bohr: 0.0263

```
! wB97M-V def2-TZVPD RIJCOSX def2/J DEFGRID3
* xyz 0 1
C 0.1350 -1.9856 -0.1081
C -0.1330 -0.6692 -0.0761
C 0.7450 0.2180 -0.8886
O 0.5373 1.5327 -0.2713
C -0.5081 1.3200 0.5599
O -0.9350 2.3847 1.2293
N -1.0018 0.1361 0.6911
H 1.1716 -2.2895 -0.2830
H -0.5887 -2.7533 0.0976
H 1.7107 -0.2833 -0.8682
H 0.4690 0.3312 -1.9432
H -1.6019 2.0583 1.8606
*
```

Results of the natural (NBO) charge analysis, in e, for atoms 1 through 6: C -0.48; C 0.15; C -0.13; O -0.47; C 0.81; O -0.64